Entry 1:
{
  "formula": "C22H66O22",
  "method": "wB97M-V/def2-TZVPD",
  "total_energy_ha": -2532.92027,
  "smiles": "OCCO.OCCO.OCCO.OCCO.OCCO.OCCO.OCCO.OCCO.OCCO.OCCO.OCCO",
  "homo_ev": -9.805,
  "largest_force_ev_per_a": 3.29,
  "elements": ["O", "O", "O", "O", "O", "O", "O", "O", "O", "O", "O", "O", "O", "O", "O", "O", "O", "O", "O", "O", "O", "O", "C", "C", "C", "C", "C", "C", "C", "C", "C", "C", "C", "C", "C", "C", "C", "C", "C", "C", "C", "C", "C", "C", "H", "H", "H", "H", "H", "H", "H", "H", "H", "H", "H", "H", "H", "H", "H", "H", "H", "H", "H", "H", "H", "H", "H", "H", "H", "H", "H", "H", "H", "H", "H", "H", "H", "H", "H", "H", "H", "H", "H", "H", "H", "H", "H", "H", "H", "H", "H", "H", "H", "H", "H", "H", "H", "H", "H", "H", "H", "H", "H", "H", "H", "H", "H", "H", "H", "H"],
  "xyz": [[-0.411, -2.846, 1.088], [-2.111, 4.996, -1.019], [4.260, -1.712, -0.781], [-4.834, 3.253, -2.305], [0.228, 3.420, -0.859], [0.775, -1.296, -1.810], [-3.502, -0.182, 2.856], [-0.580, 0.047, -3.692], [-0.920, 4.536, 3.624], [-4.077, 0.392, -0.113], [-0.173, 1.866, 2.547], [2.579, -3.393, -2.208], [0.789, -5.505, -2.407], [0.627, -1.725, 3.287], [-1.309, -0.472, 0.000], [-3.638, -2.714, 4.188], [6.401, 1.099, -1.752], [2.262, 3.391, 1.656], [3.170, -3.555, 3.280], [3.381, 5.959, 1.821], [-2.539, -3.996, -0.344], [-1.643, -2.332, -2.560], [-1.301, 2.527, 2.177], [-0.261, -3.837, 0.093], [2.109, -3.754, -3.489], [0.779, -4.572, -3.452], [-1.817, 3.460, 3.262], [-0.939, 5.266, -1.709], [-4.170, 2.049, -1.812], [0.928, -0.322, -0.789], [2.820, -2.562, 2.357], [3.827, 4.805, 2.460], [5.021, -0.938, -1.705], [-2.340, -0.945, 3.198], [-0.156, 3.993, -2.054], [-2.700, -2.419, 3.166], [-4.680, 1.608, -0.456], [-0.302, 0.440, -0.476], [2.666, 4.016, 2.822], [-1.450, -0.858, -4.339], [5.358, 0.403, -1.083], [-1.447, -4.755, 0.131], [-2.400, -1.436, -3.303], [1.958, -1.436, 2.902], [-4.342, -3.224, 3.784], [5.616, 0.296, -0.030], [1.521, 2.802, 1.861], [-3.095, -2.698, 2.167], [-0.872, 3.297, -2.493], [-1.532, -5.074, 1.158], [-0.700, 4.945, 2.781], [2.083, -2.575, -2.028], [-1.296, -5.647, -0.449], [-1.947, 4.471, -0.232], [-0.127, -3.940, -3.476], [-2.181, -0.225, -0.388], [1.041, -4.972, -1.644], [1.173, -0.899, 0.088], [0.097, -0.403, -3.138], [4.482, 4.175, 1.841], [3.685, -2.021, 2.005], [-1.974, 2.881, 4.175], [-4.323, 2.358, 0.259], [4.128, -2.582, -1.156], [-0.067, 1.150, 0.340], [0.586, -4.456, 0.408], [-4.286, 1.330, -2.642], [1.971, -0.643, 2.159], [-5.800, 1.668, -0.389], [-3.193, -2.020, -3.764], [-2.100, 1.859, 1.848], [1.725, 0.397, -1.040], [-2.181, -2.791, -1.876], [2.404, -3.853, 3.757], [5.941, 1.569, -2.463], [-1.765, -2.919, 3.364], [-4.174, -0.544, 3.410], [2.400, -3.080, 1.459], [-0.342, 5.979, -1.138], [-0.978, -2.099, 0.796], [-0.683, 1.049, -1.308], [0.885, -5.119, -4.413], [2.058, -2.915, -4.178], [1.926, 4.607, 3.330], [-3.079, 2.217, -1.681], [4.361, 5.033, 3.394], [-0.112, -3.467, -0.919], [-1.995, -0.343, -5.129], [-4.545, 3.947, -1.699], [-3.220, -4.623, -0.630], [-0.236, 1.114, 3.156], [0.099, -2.085, 2.538], [-1.907, -0.628, 4.169], [2.862, -4.458, -3.878], [4.122, 6.242, 1.268], [-0.077, -1.693, -1.609], [4.527, -0.896, -2.663], [-2.795, 3.871, 3.001], [-0.977, -1.686, -4.826], [6.007, -1.371, -1.916], [-4.111, 0.236, 0.832], [1.098, 3.708, -0.574], [2.405, -1.031, 3.822], [4.437, 0.968, -1.057], [2.909, 3.270, 3.527], [-1.608, -0.774, 2.384], [0.717, 4.187, -2.658], [-1.172, 5.757, -2.653], [-2.800, -0.644, -2.636], [-0.911, 3.051, 1.292]],
  "mulliken_charge": [-0.016, -0.524, -0.296, -0.602, 0.005, 0.064, -0.509, -0.640, -0.530, -0.371, -0.495, -0.660, -0.599, -0.560, 2.171, -0.578, -0.562, -0.298, -0.597, -0.514, -0.507, -0.322, 1.079, 1.442, -0.717, -0.080, -0.750, -0.482, 0.118, -1.064, 0.051, -0.573, -0.245, 0.924, -0.319, -0.398, -0.213, 0.965, -0.373, -0.664, -0.396, -0.991, -0.313, -0.106, 0.392, 0.268, 0.067, 0.330, 0.048, 0.278, 0.323, 0.444, 0.576, 0.254, -0.087, -0.756, 0.414, -0.095, 0.219, 0.296, 0.318, 0.365, 0.124, 0.247, -0.541, 0.797, 0.164, -0.091, 0.262, 0.480, -0.249, 0.577, 0.110, 0.327, 0.348, 0.100, 0.325, -0.175, 0.272, -0.436, -0.010, 0.453, 0.356, 0.291, -0.041, 0.300, -1.716, 0.451, 0.357, 0.301, 0.193, 0.359, 0.225, 0.447, 0.312, -0.598, 0.255, 0.354, 0.297, 0.348, 0.149, 0.059, 0.467, 0.151, 0.399, -0.753, 0.370, 0.419, -0.015, -0.430]
}

Entry 2:
{
  "formula": "C22H66O22",
  "method": "wB97M-V/def2-TZVPD",
  "total_energy_ha": -2532.91551,
  "smiles": "OCCO.OCCO.OCCO.OCCO.OCCO.OCCO.OCCO.OCCO.OCCO.OCCO.OCCO",
  "homo_ev": -9.683,
  "largest_force_ev_per_a": 3.58,
  "elements": ["O", "O", "O", "O", "O", "O", "O", "O", "O", "O", "O", "O", "O", "O", "O", "O", "O", "O", "O", "O", "O", "O", "C", "C", "C", "C", "C", "C", "C", "C", "C", "C", "C", "C", "C", "C", "C", "C", "C", "C", "C", "C", "C", "C", "H", "H", "H", "H", "H", "H", "H", "H", "H", "H", "H", "H", "H", "H", "H", "H", "H", "H", "H", "H", "H", "H", "H", "H", "H", "H", "H", "H", "H", "H", "H", "H", "H", "H", "H", "H", "H", "H", "H", "H", "H", "H", "H", "H", "H", "H", "H", "H", "H", "H", "H", "H", "H", "H", "H", "H", "H", "H", "H", "H", "H", "H", "H", "H", "H", "H"],
  "xyz": [[2.196, 2.338, 6.175], [-1.522, 2.510, -0.080], [-0.622, -3.968, 2.051], [1.676, 1.843, -4.585], [0.177, -3.880, -2.136], [1.310, 1.835, -0.901], [0.569, 1.391, 3.795], [3.908, 2.698, -2.014], [-3.230, 4.586, 1.227], [-0.406, 0.361, -3.302], [-2.111, -1.900, 0.638], [-3.643, 1.382, -1.413], [-3.061, 2.781, -3.849], [-2.124, -1.783, -2.480], [4.860, 0.353, -0.961], [0.662, -3.531, 4.538], [1.927, -2.861, 0.075], [2.044, -2.076, 2.653], [0.200, -0.801, -0.607], [-0.297, 3.156, -3.340], [3.530, -2.927, 4.903], [-5.516, 3.620, -0.112], [-5.011, 1.416, -0.950], [-3.184, -1.472, -0.188], [4.239, 1.685, -2.917], [0.999, 0.884, -5.251], [3.512, -1.949, 2.697], [0.524, -4.578, -0.978], [-2.578, 4.062, -3.568], [-3.325, -1.994, -1.630], [-1.167, 4.075, -4.121], [0.512, 0.046, 0.489], [1.588, 1.059, 0.212], [0.027, -4.787, 4.281], [4.212, 0.350, -2.269], [0.324, -0.197, -4.368], [-1.067, -4.663, 3.212], [-2.283, 3.717, 1.876], [-5.713, 2.722, -1.219], [4.035, -3.094, 3.579], [-1.066, 3.366, 1.021], [1.673, 1.005, 5.931], [1.862, -4.191, -0.342], [1.718, 0.721, 4.460], [-2.760, 2.744, 2.123], [5.125, -2.964, 3.566], [-0.217, -4.456, -0.191], [-0.797, 2.348, -0.665], [3.231, -0.080, -2.128], [1.337, -2.195, -0.424], [-1.209, 3.823, -5.191], [-1.189, -0.119, -3.013], [-3.556, -3.089, -1.698], [-3.116, 1.894, -0.732], [2.666, 1.123, 4.079], [0.913, -3.495, -2.621], [-0.657, 2.256, -3.426], [-0.309, 2.833, 1.649], [-6.738, 2.449, -1.311], [0.936, -3.073, 3.722], [-3.127, 4.858, -4.083], [-5.973, 4.438, -0.363], [-0.727, 4.315, 0.574], [2.589, 2.407, 7.049], [-1.220, -3.250, 1.614], [1.787, 0.270, -5.687], [1.639, 1.719, 1.074], [-5.047, 1.230, 0.127], [-0.667, 4.973, -3.940], [4.631, -0.412, -2.918], [-3.306, -0.409, -0.139], [-5.538, 0.605, -1.469], [3.810, -4.086, 3.092], [-3.175, 2.354, -3.008], [-5.331, 3.146, -2.128], [0.542, -5.662, -1.207], [2.114, 2.126, -1.367], [5.262, 1.822, -3.244], [3.531, 1.629, -3.731], [2.067, -4.821, 0.520], [-0.241, -0.833, -4.997], [-2.599, 4.243, -2.514], [-3.821, 4.133, 0.649], [-4.077, -1.931, 0.328], [1.893, -2.500, 1.850], [0.180, 1.308, -5.909], [1.011, -0.573, 1.336], [2.554, 0.478, 0.054], [-0.357, 0.478, 0.936], [0.639, 0.849, 6.350], [3.808, -0.981, 3.164], [4.780, -0.562, -0.621], [-0.434, -5.127, 5.174], [2.636, -3.227, 4.977], [-4.223, -1.551, -1.983], [-1.309, -1.597, 0.181], [1.156, -0.755, -3.897], [0.698, -5.529, 3.955], [1.619, -0.331, 4.262], [0.679, 2.354, 4.024], [4.477, 2.624, -1.266], [3.870, -1.973, 1.659], [-1.568, -5.586, 2.951], [-0.161, -0.211, -1.251], [2.710, -4.256, -1.107], [1.080, 2.376, -4.034], [-1.919, 4.202, 2.808], [2.292, 0.320, 6.602], [-1.465, -2.393, -2.112], [-1.785, -4.004, 3.697]],
  "mulliken_charge": [-0.534, -0.386, -0.441, -0.528, -0.544, -0.099, -0.396, -0.551, -0.595, -0.110, -0.538, -0.043, -0.524, -0.574, -0.609, -0.570, -0.385, 0.482, 2.931, -0.423, -0.577, -0.601, -0.353, 0.139, -0.499, -0.867, -0.134, -0.342, -0.038, -0.670, -0.624, 0.024, -0.784, -0.650, -0.027, -0.265, -0.452, -0.771, -0.696, -0.632, 0.657, -0.665, -0.628, 0.482, 0.287, 0.409, 0.133, -0.295, -0.087, -0.114, 0.263, 0.093, 0.356, 0.104, 0.098, 0.322, 0.247, -0.432, 0.475, 0.292, 0.391, 0.289, 0.285, 0.310, 0.429, 0.451, 0.328, 0.437, 0.418, 0.552, -0.089, 0.402, 0.228, 0.354, 0.211, 0.360, 0.099, 0.372, 0.193, 0.403, 0.491, -0.006, 0.343, 0.380, -0.053, 0.244, -0.779, 0.047, 0.300, 0.259, 0.236, 0.297, 0.418, 0.397, 0.428, -0.264, -0.002, 0.297, -0.173, 0.314, 0.348, 0.130, 0.363, -1.027, 0.211, 0.425, 0.386, 0.373, 0.153, 0.303]
}

Respective energy relative to the best compared isomer or geometry (same formula, charge and spin) values: 17.1; 20.0 kcal/mol.